Entry 1:
This record from the Open Molecules 2025 dataset describes an isolated molecule of C15H19N3O5S in a non-equilibrium geometry. The level of theory is wB97M-V/def2-TZVPD.

energy above the lowest of the compared OMol25 structures with the same formula, charge and spin: 906.2 kJ/mol
Kohn-Sham gap: 7.328 eV
max |F|: 0.09132 Eh/bohr
SMILES: CCN(CC)CCSC(=O)c1c(-c2ccc([N+](=O)[O-])o2)noc1C
LUMO level: -1.190 eV

Element x y z (Å)
C1 0.121 -3.549 1.050
C2 0.708 -2.724 2.165
N1 -0.230 -1.859 2.954
C3 0.565 -1.084 3.969
C4 -0.210 -0.192 4.960
C5 -1.304 -1.181 2.174
C6 -0.889 -0.212 1.111
S1 -2.230 0.458 0.125
C7 -2.067 -0.160 -1.510
O1 -1.849 -1.283 -1.870
C8 -2.754 0.598 -2.421
C9 -2.338 1.802 -3.020
C10 -1.027 2.301 -3.153
C11 0.157 1.681 -3.159
C12 1.132 2.681 -3.421
C13 0.534 3.853 -3.724
N2 1.060 5.193 -3.870
O2 2.334 5.368 -3.616
O3 0.291 6.076 -4.201
O4 -0.788 3.607 -3.504
N3 -3.279 2.271 -3.743
O5 -4.411 1.346 -3.553
C14 -4.038 0.337 -2.678
C15 -4.937 -0.813 -2.059
H1 0.614 -4.536 0.861
H2 0.217 -3.050 0.090
H3 -0.877 -3.856 1.331
H4 1.077 -3.500 2.873
H5 1.511 -2.088 1.890
H6 1.319 -0.521 3.339
H7 1.193 -1.811 4.547
H8 0.501 0.368 5.597
H9 -0.818 -0.773 5.650
H10 -0.796 0.493 4.369
H11 -1.892 -2.001 1.745
H12 -2.048 -0.826 2.876
H13 -0.270 0.658 1.402
H14 -0.262 -0.794 0.465
H15 0.300 0.633 -2.896
H16 2.185 2.560 -3.357
H17 -5.795 -0.927 -2.699
H18 -5.244 -0.613 -1.042
H19 -4.353 -1.743 -2.063



Entry 2:
This record from the Open Molecules 2025 dataset describes C13H23BN6PtSi as an isolated structure in a non-equilibrium geometry. The level of theory is wB97M-V/def2-TZVPD.

multiplicity: 5
net charge: +2
energy above the lowest of the compared OMol25 structures with the same formula, charge and spin: 113.1 kJ/mol
Kohn-Sham gap (alpha / beta): 7.176 / 4.776 eV
max |F|: 0.10660 Eh/bohr
LUMO level (alpha / beta): -5.784 / -11.347 eV

Element x y z (Å)
H1 -1.008 2.841 0.879
N1 -0.232 1.662 -0.694
B1 0.715 0.785 -2.915
N2 0.399 1.922 -1.890
C1 0.470 3.265 -2.043
Pt1 -0.539 -0.191 0.111
H2 0.900 3.667 -2.948
C2 -0.081 3.868 -0.920
H3 -0.152 4.920 -0.723
C3 -0.519 2.837 -0.086
H4 0.876 1.260 -3.996
C4 -2.297 -0.767 0.845
H5 -3.082 -0.198 0.310
H6 -2.399 -0.565 1.927
H7 -2.444 -1.853 0.678
N3 -0.534 -0.134 -2.880
N4 1.897 -0.100 -2.468
N5 -1.141 -0.564 -1.707
N6 2.514 0.088 -1.283
C5 -1.213 -0.640 -3.927
C6 2.475 -1.170 -3.055
H8 -0.879 -0.412 -4.928
H9 2.150 -1.501 -4.030
C7 -2.281 -1.390 -3.452
C8 3.464 -1.661 -2.210
C9 -2.214 -1.330 -2.063
C10 3.465 -0.839 -1.086
H10 -3.019 -1.911 -4.032
H11 4.092 -2.515 -2.384
H12 -2.861 -1.750 -1.309
H13 4.053 -0.864 -0.180
H14 2.153 0.797 -0.644
C11 1.468 -2.306 1.738
Si1 0.665 -0.604 1.939
C12 -0.327 -0.598 3.563
C13 2.025 0.696 2.173
H15 0.702 -3.086 1.646
H16 2.089 -2.536 2.614
H17 2.109 -2.355 0.849
H18 0.357 -0.410 4.402
H19 -1.093 0.187 3.576
H20 -0.816 -1.565 3.735
H21 2.326 0.697 3.231
H22 2.915 0.477 1.568
H23 1.677 1.707 1.922



Entry 3:
This record from the Open Molecules 2025 dataset describes an isolated molecule of C14H22O6 in a non-equilibrium geometry. The level of theory is wB97M-V/def2-TZVPD.

energy above the lowest of the compared OMol25 structures with the same formula, charge and spin: 10.9 kJ/mol
Kohn-Sham gap: 9.624 eV
max |F|: 0.11637 Eh/bohr
SMILES: O=C(O)[C@H]1CC=CC[C@H]1C(=O)OCC[C@@H](CO)CCO
LUMO level: 0.454 eV

Element x y z (Å)
O1 1.361 0.685 2.202
C1 1.985 0.376 1.204
O2 2.377 -0.934 1.036
C2 2.381 1.378 0.101
C3 3.923 1.279 -0.155
C4 4.383 0.186 -1.113
C5 3.424 -0.297 -2.008
C6 1.953 0.010 -1.975
C7 1.693 1.395 -1.251
C8 0.255 1.866 -1.135
O3 -0.015 2.920 -1.734
O4 -0.593 1.115 -0.438
C9 -1.805 1.823 -0.051
C10 -2.544 1.045 1.073
C11 -2.717 -0.485 0.904
C12 -3.339 -0.960 -0.374
O5 -4.632 -0.240 -0.782
C13 -1.397 -1.255 1.050
C14 -1.360 -2.768 1.002
O6 -2.473 -3.232 1.822
H1 1.817 -1.456 1.629
H2 2.370 2.297 0.582
H3 4.321 2.206 -0.701
H4 4.538 1.281 0.797
H5 5.374 -0.255 -1.225
H6 3.783 -0.992 -2.626
H7 1.304 -0.811 -1.638
H8 1.719 0.159 -3.058
H9 2.235 2.127 -1.886
H10 -2.535 1.707 -0.921
H11 -1.679 2.901 0.313
H12 -3.505 1.519 1.214
H13 -1.910 1.136 1.956
H14 -3.391 -0.864 1.714
H15 -3.526 -2.044 -0.395
H16 -2.608 -0.845 -1.237
H17 -5.373 -0.685 -0.255
H18 -0.886 -0.980 2.029
H19 -0.826 -0.946 0.201
H20 -0.387 -3.121 1.335
H21 -1.503 -3.125 -0.018
H22 -2.189 -3.117 2.813



Entry 4:
This record from the Open Molecules 2025 dataset describes a 3-piece molecular cluster, C56H59BrClF3NO12P overall in a non-equilibrium geometry. The level of theory is wB97M-V/def2-TZVPD.

Kohn-Sham gap: 6.707 eV
max |F|: 0.19155 Eh/bohr
SMILES: C#CC[C@H](CCCCn1cccc1)O[C@](CCCOC)(COC)[C@H](CCOC(C)=O)O[C@](Br)(C[C@@H](O)C(F)(F)F)P(O)Cl.O=C1c2ccccc2C(=O)c2ccccc21.O=C1c2ccccc2C(=O)c2ccccc21
LUMO level: -1.052 eV

Element x y z (Å)
C1 -0.067 -1.577 3.872
C2 0.487 -1.862 2.590
C3 1.362 -2.326 1.244
C4 0.201 -2.719 0.105
C5 -0.036 -4.360 0.327
C6 1.129 -5.298 -0.324
C7 0.465 -6.765 -0.777
C8 -0.703 -6.564 -1.941
N1 -0.914 -7.778 -2.818
C9 -0.101 -9.033 -3.052
C10 -0.996 -9.808 -4.188
C11 -2.374 -9.014 -4.600
C12 -2.209 -7.695 -3.625
O1 0.625 -2.477 -1.274
C13 -0.039 -1.331 -1.903
C14 -0.037 0.050 -0.959
C15 -1.497 0.390 -0.297
C16 -2.428 1.430 -1.164
O2 -3.829 0.918 -1.051
C17 -4.677 1.457 -2.125
C18 -1.504 -1.651 -2.576
O3 -2.402 -2.477 -1.759
C19 -3.670 -2.579 -2.515
C20 0.945 -0.924 -3.197
C21 0.205 0.065 -4.282
C22 -0.262 -0.665 -5.675
O4 -1.571 -0.052 -6.075
C23 -1.893 -0.382 -7.474
C24 -2.893 -1.661 -7.742
O5 -1.377 0.414 -8.444
O6 1.375 -2.204 -3.778
C25 2.847 -2.248 -3.982
Br1 3.855 -2.363 -2.212
C26 3.364 -1.009 -4.923
C27 4.893 -1.153 -5.494
O7 4.995 -0.190 -6.640
C28 6.075 -0.722 -4.442
F1 6.822 -1.925 -3.924
F2 5.638 0.194 -3.355
F3 7.099 0.052 -5.236
P1 3.174 -3.972 -4.830
O8 4.872 -4.429 -4.593
Cl1 2.789 -3.659 -6.921
H1 -0.319 -1.188 4.971
H2 2.035 -1.426 0.919
H3 1.944 -3.306 1.519
H4 -0.858 -2.243 0.385
H5 0.016 -4.510 1.508
H6 -1.132 -4.607 0.007
H7 1.910 -5.555 0.541
H8 1.692 -4.853 -1.247
H9 -0.027 -7.304 0.146
H10 1.338 -7.411 -1.216
H11 -1.717 -6.130 -1.486
H12 -0.275 -5.710 -2.657
H13 0.919 -9.289 -2.539
H14 -0.588 -10.829 -4.607
H15 -3.203 -9.299 -5.376
H16 -3.045 -6.844 -3.624
H17 0.236 0.984 -1.651
H18 0.784 0.031 -0.123
H19 -1.273 0.939 0.739
H20 -2.156 -0.539 -0.030
H21 -2.466 2.519 -0.680
H22 -2.182 1.472 -2.311
H23 -4.193 2.370 -2.689
H24 -4.977 0.566 -2.861
H25 -5.706 1.769 -1.606
H26 -2.105 -0.710 -2.925
H27 -1.279 -2.279 -3.566
H28 -4.330 -3.436 -2.042
H29 -4.270 -1.557 -2.495
H30 -3.418 -2.769 -3.661
H31 1.826 -0.293 -2.708
H32 -0.682 0.711 -3.812
H33 1.024 0.875 -4.594
H34 0.497 -0.349 -6.510
H35 -0.458 -1.815 -5.594
H36 -3.254 -1.724 -8.857
H37 -2.304 -2.632 -7.395
H38 -3.792 -1.554 -6.968
H39 2.640 -0.971 -5.864
H40 3.263 0.058 -4.402
H41 5.165 -2.199 -5.942
H42 4.671 -0.654 -7.487
H43 4.992 -5.409 -4.765
O9 -0.801 1.295 6.581
C29 -1.623 2.202 6.543
C30 -2.590 2.289 5.429
C31 -2.577 1.315 4.422
C32 -3.513 1.368 3.389
C33 -4.463 2.389 3.357
C34 -4.466 3.371 4.350
C35 -3.523 3.324 5.385
C36 -3.523 4.376 6.421
O10 -4.307 5.315 6.351
C37 -2.570 4.278 7.544
C38 -2.585 5.252 8.551
C39 -1.711 5.149 9.635
C40 -0.822 4.078 9.716
C41 -0.795 3.114 8.705
C42 -1.668 3.217 7.614
H44 -1.843 0.512 4.443
H45 -3.505 0.609 2.610
H46 -5.200 2.424 2.559
H47 -5.206 4.168 4.317
H48 -3.279 6.089 8.498
H49 -1.727 5.904 10.418
H50 -0.147 3.992 10.565
H51 -0.096 2.282 8.774
O11 0.543 5.722 5.550
C43 1.432 5.709 4.708
C44 1.876 6.965 4.068
C45 1.289 8.180 4.445
C46 1.730 9.375 3.874
C47 2.757 9.361 2.930
C48 3.331 8.149 2.541
C49 2.885 6.948 3.107
C50 3.486 5.671 2.676
O12 4.334 5.651 1.791
C51 3.057 4.418 3.329
C52 3.646 3.204 2.953
C53 3.271 2.019 3.588
C54 2.310 2.043 4.598
C55 1.710 3.250 4.964
C56 2.081 4.440 4.324
H52 0.491 8.199 5.185
H53 1.276 10.318 4.171
H54 3.109 10.293 2.495
H55 4.128 8.146 1.800
H56 4.401 3.178 2.168
H57 3.733 1.078 3.297
H58 2.024 1.121 5.099
H59 0.958 3.259 5.751



Entry 5:
This record from the Open Molecules 2025 dataset describes a 4-piece molecular cluster, C4H18N2O3 overall in a non-equilibrium geometry. The level of theory is wB97M-V/def2-TZVPD.

net charge: +2
energy above the lowest of the compared OMol25 structures with the same formula, charge and spin: 0.0 kJ/mol
Kohn-Sham gap: 11.334 eV
max |F|: 0.03855 Eh/bohr
LUMO level: -5.952 eV

Element x y z (Å)
C1 2.136 0.768 0.993
C2 1.236 -0.506 0.990
C3 -0.209 -0.222 0.791
C4 -1.103 -1.102 0.343
N1 -2.540 -0.746 0.553
N2 2.793 1.065 -0.327
H1 1.520 1.617 1.279
H2 2.906 0.675 1.755
H3 1.703 -1.335 0.466
H4 1.336 -0.797 2.045
H5 -0.661 0.699 1.150
H6 -1.018 -1.948 -0.320
H7 -3.114 -1.515 0.189
H8 -2.796 -0.608 1.529
H9 -2.900 0.019 -0.051
H10 2.121 1.597 -0.898
H11 3.570 1.713 -0.174
H12 3.160 0.273 -0.857
H13 1.025 3.763 -1.676
H14 0.583 2.537 -2.662
O1 0.735 2.854 -1.771
H15 0.156 -4.767 0.546
H16 1.303 -3.705 0.723
O2 0.356 -3.846 0.736
H17 -3.372 0.909 -2.117
H18 -3.506 2.280 -1.483
O3 -3.123 1.408 -1.328



Entry 6:
This record from the Open Molecules 2025 dataset describes C14H19CaN7O as an isolated structure in a non-equilibrium geometry. The level of theory is wB97M-V/def2-TZVPD.

net charge: +2
Kohn-Sham gap: 8.882 eV
max |F|: 0.08576 Eh/bohr
LUMO level: -6.344 eV

Element x y z (Å)
Ca1 -0.132 -0.129 0.704
N1 2.955 -2.446 0.461
C1 3.204 -1.121 0.260
N2 4.473 -0.712 0.314
C2 4.774 0.502 -0.020
N3 6.101 0.732 -0.131
N4 3.885 1.469 -0.187
C3 2.632 1.052 -0.080
N5 2.188 -0.255 -0.027
C4 1.694 2.198 -0.097
C5 2.214 3.508 -0.328
C6 1.350 4.621 -0.283
C7 -0.038 4.379 -0.122
C8 -0.399 3.106 0.230
N6 0.398 2.032 0.112
H1 3.793 -3.048 0.489
H2 2.086 -2.884 0.231
H3 6.807 0.063 0.157
H4 6.366 1.683 -0.347
H5 3.277 3.501 -0.480
H6 1.764 5.663 -0.434
H7 -0.812 5.133 -0.118
H8 -1.382 2.904 0.580
C9 -4.866 -0.940 -0.342
C10 -4.640 0.527 -0.398
C11 -3.126 0.737 -0.329
O1 -2.480 -0.496 -0.069
C12 -3.538 -1.499 0.256
H9 -4.866 -1.374 -1.351
H10 -5.780 -1.368 0.116
H11 -5.083 1.084 0.476
H12 -5.069 0.934 -1.352
H13 -2.966 1.460 0.536
H14 -2.743 1.066 -1.262
H15 -3.602 -1.669 1.361
H16 -3.293 -2.392 -0.273
C13 -0.926 -5.152 0.242
C14 -0.612 -3.750 0.455
N7 -0.497 -2.574 0.577
H17 -0.140 -5.816 -0.169
H18 -1.698 -5.138 -0.539
H19 -1.271 -5.591 1.180